Entry 1:
Formula: C7H10
Source: the Open Molecules 2025 dataset
Level of theory: ωB97M-V with the def2-TZVPD basis set

Properties
Frontier orbital gap: 0.3331 Eh
Total energy: -272.53222 Eh
HOMO energy: -8.0 eV
Spin multiplicity: 1
E_LUMO: 1.08 eV
Net charge: 0

Cartesian coordinates (Å):
C 1.334 -0.396 0.976
C 1.317 0.917 -0.219
C 1.269 -0.608 -0.460
C -0.163 -0.517 -1.026
C -1.354 -0.712 -0.051
C -1.302 0.796 0.319
C -0.162 0.997 -0.700
H 2.322 -0.550 1.414
H 0.504 -0.595 1.637
H 1.539 1.070 0.934
H 2.058 -1.198 -0.915
H -0.281 -0.910 -2.037
H -1.220 -1.434 0.763
H -2.278 -0.973 -0.575
H -2.218 1.342 0.078
H -1.029 1.032 1.353
H -0.337 1.742 -1.488


Entry 2:
Formula: C7H10
Source: the Open Molecules 2025 dataset
Level of theory: ωB97M-V with the def2-TZVPD basis set

Properties
Frontier orbital gap: 0.3755 Eh
Total energy: -272.60575 Eh
HOMO energy: -9.1 eV
Spin multiplicity: 1
E_LUMO: 1.16 eV
Net charge: 0

Cartesian coordinates (Å):
C 0.436 -2.032 0.133
C -0.821 -1.208 -0.095
C 1.123 1.597 1.400
C 0.022 1.766 0.677
C -0.091 1.393 -0.780
C -0.741 0.059 -0.886
C -1.372 -0.913 -1.464
H 0.811 -1.874 1.151
H 0.266 -3.107 -0.001
H 1.225 -1.726 -0.564
H -1.523 -1.242 0.747
H 1.140 1.803 2.466
H 2.046 1.228 0.953
H -0.894 2.106 1.158
H 0.913 1.316 -1.219
H -0.637 2.147 -1.359
H -1.903 -1.312 -2.316


Entry 3:
Formula: C7H10
Source: the Open Molecules 2025 dataset
Level of theory: ωB97M-V with the def2-TZVPD basis set

Properties
Frontier orbital gap: 0.3731 Eh
Total energy: -272.66090 Eh
HOMO energy: -8.9 eV
Spin multiplicity: 1
E_LUMO: 1.22 eV
Net charge: 0

Cartesian coordinates (Å):
C 1.620 -0.149 0.798
C 1.127 1.014 0.415
C 1.089 -1.165 -0.167
C -0.159 -0.540 -0.818
C -1.446 -0.614 0.044
C -1.428 0.917 0.221
C -0.054 0.978 -0.500
H 2.504 -0.307 1.422
H 0.830 -1.955 0.511
H 1.653 1.889 0.691
H 1.859 -1.486 -0.889
H -0.307 -0.810 -1.869
H -1.308 -1.166 0.978
H -2.338 -1.007 -0.451
H -2.227 1.414 -0.332
H -1.439 1.276 1.253
H 0.023 1.711 -1.307


Entry 4:
Formula: C7H10
Source: the Open Molecules 2025 dataset
Level of theory: ωB97M-V with the def2-TZVPD basis set

Properties
Frontier orbital gap (alpha / beta): 0.2545 / 0.3068 Eh
Total energy: -272.49128 Eh
HOMO energy (alpha / beta): -6.5 / -7.5 eV
Spin multiplicity: 1
E_LUMO (alpha / beta): 0.44 / 0.80 eV
Net charge: 0

Cartesian coordinates (Å):
C -1.709 -0.053 -1.276
C -0.479 1.255 1.140
C 1.843 0.471 0.290
C 0.362 0.534 0.160
C -0.292 0.027 -1.057
C -0.136 -1.394 -0.284
C 0.015 -2.535 0.078
H 0.326 0.102 -1.953
H -2.407 -0.082 -0.455
H -2.067 -0.422 -2.223
H 2.351 0.223 -0.646
H -1.267 0.617 1.567
H -1.028 2.060 0.624
H 0.092 1.652 1.977
H 2.239 1.417 0.664
H 2.121 -0.327 0.999
H 0.035 -3.545 0.395


Strongest force on any atom, respectively: 1.67; 0.29; 2.02; 2.65 eV/A.
Energy above the lowest of the compared OMol25 structures with the same formula, charge and spin, respectively: 116.6; 70.4; 35.8; 142.3 kcal per mole.